# C3H7NOS2

One molecule with the formula C3H7NOS2 (wB97M-V/def2-TZVPD, the Open Molecules 2025 dataset).

Computed properties:
ΔE to the lowest compared entry with this formula, charge and spin in kcal/mol: 52.06
2S+1: 1
HOMO-LUMO gap in Ha: 0.338
HOMO energy in eV: -8.74
Charge: 0
E_LUMO in eV: 0.45
Molecular weight in g mol⁻¹: 137.23
Energy in a.u.: -1044.81942

CARTESIAN COORDINATES (ANGSTROEM)
1 C -1.5816 0.2313 -2.2208
2 C -0.3520 -0.5883 -1.9043
3 C 0.0964 -0.0698 0.7232
4 H -1.3606 1.2166 -2.6900
5 H -2.1978 -0.3391 -2.9008
6 H -2.1744 0.5046 -1.3159
7 H -0.6085 -1.4986 -1.3931
8 H 0.1890 -0.8388 -2.8212
9 H 0.5266 0.2399 2.6157
10 H 1.8723 2.0213 1.1584
11 N 0.7042 0.6422 1.6996
12 O 1.9638 1.1202 1.4875
13 S 0.8712 0.2139 -0.8687
14 S -1.2376 -0.9766 1.1163

Atom charges from the Mulliken analysis, given in e for atoms 1 to 5:
1. C -0.929
2. C -0.525
3. C 0.229
4. H 0.292
5. H 0.307